[1]
The following is a quantum chemistry calculation of an isolated molecule of C7H10, from the OMol25 dataset.

The value obtained for the gap between HOMO and LUMO is 10.41 eV. As for the SMILES: C#CC1(CC)CC1. The energy above the lowest of the compared OMol25 structures with the same formula, charge and spin comes out at 57.4 kcal/mol. As for the charge: 0. The LUMO energy comes out at 1.15 eV.

XYZ file:
```
17
Properties=species:S:1:pos:R:3:nbo_charge:R:1
C -1.106 2.383 0.030 -0.25
C -0.805 1.216 0.007 0.00
C -0.424 -0.184 -0.033 -0.15
C 1.009 -0.517 0.406 -0.37
C 2.027 0.611 0.228 -0.61
C -1.101 -1.025 -1.098 -0.39
C -1.498 -1.184 0.334 -0.39
H -1.369 3.417 0.042 0.24
H 1.341 -1.405 -0.147 0.20
H 0.983 -0.804 1.464 0.20
H 2.260 0.796 -0.826 0.21
H 2.959 0.353 0.741 0.21
H 1.648 1.544 0.656 0.22
H -1.793 -0.522 -1.766 0.22
H -0.509 -1.810 -1.561 0.22
H -1.162 -2.072 0.865 0.22
H -2.459 -0.797 0.658 0.23
```

---

[2]
The following is a quantum chemistry calculation of a structure of composition CH2N2O3S, from the OMol25 dataset.

The value obtained for the gap between HOMO and LUMO (spin up / spin down) is 6.23 / 8.79 eV. The energy above the lowest of the compared OMol25 structures with the same formula, charge and spin comes out at 62.5 kcal/mol. As for the charge: 0. The LUMO energy (spin up / spin down) comes out at 0.40 / -3.09 eV. As for the multiplicity: 3.

XYZ file:
```
9
Properties=species:S:1:pos:R:3:nbo_charge:R:1
C -1.098 -0.593 -0.190 -0.09
N -0.295 -1.574 -0.142 0.00
N -0.598 0.556 0.238 -0.74
O 1.794 0.914 1.208 -0.87
O 1.374 0.794 -1.178 -0.90
O 0.949 -1.146 0.354 -0.53
S 1.073 0.396 0.155 2.48
H -2.185 -0.807 -0.478 0.22
H -1.014 1.460 0.032 0.44
```

---

[3]
The following is a quantum chemistry calculation of a structure of composition C24H18Br2CrIN3O3, from the OMol25 dataset.

The value obtained for the gap between HOMO and LUMO (spin up / spin down) is 6.90 / 7.02 eV. As for the charge: +1. The LUMO energy (spin up / spin down) comes out at -3.93 / -3.91 eV. As for the multiplicity: 4.

XYZ file:
```
52
Properties=species:S:1:pos:R:3:nbo_charge:R:1
Cr 0.205 0.397 -0.429 1.37
C -2.427 0.445 3.228 -0.65
C -1.975 -0.895 2.739 0.20
N -2.517 -1.982 3.228 -0.36
C -2.111 -3.196 2.782 0.01
C -1.129 -3.378 1.852 -0.03
C -0.713 -4.764 1.433 -0.10
O -0.700 -4.927 0.018 -0.72
C -0.522 -2.215 1.306 -0.22
C 0.619 -2.339 0.449 0.26
N 1.185 -1.365 -0.205 -0.58
C 2.464 -1.644 -0.809 0.06
C 3.351 -2.546 -0.226 -0.16
C 4.572 -2.826 -0.816 -0.19
C 4.946 -2.191 -1.990 -0.18
C 4.100 -1.250 -2.558 -0.21
C 2.882 -0.984 -1.958 -0.17
I 1.679 0.504 -2.787 0.37
C -0.969 -0.966 1.733 0.35
O -0.483 0.173 1.268 -0.69
H -3.148 0.309 4.029 0.25
H -2.890 1.012 2.418 0.23
H -1.584 1.035 3.589 0.23
H -2.622 -4.049 3.212 0.21
H -1.365 -5.493 1.917 0.20
H 0.303 -4.981 1.769 0.19
H -1.605 -5.034 -0.293 0.48
H 1.063 -3.323 0.357 0.22
H 3.098 -3.012 0.717 0.22
H 5.240 -3.534 -0.344 0.24
H 5.900 -2.403 -2.451 0.24
H 4.392 -0.725 -3.457 0.24
C 1.843 3.008 0.880 -0.65
C 0.629 3.376 0.089 0.31
C 0.249 4.724 -0.091 -0.27
C -0.861 5.038 -0.818 -0.07
C -1.647 4.018 -1.402 -0.12
C -2.821 4.192 -2.176 -0.08
Br -3.489 5.923 -2.507 0.11
C -3.471 3.107 -2.686 -0.22
C -3.003 1.793 -2.456 -0.15
Br -3.935 0.336 -3.179 0.13
C -1.880 1.570 -1.705 0.32
O -1.365 0.367 -1.425 -0.70
C -1.213 2.706 -1.191 0.11
N -0.090 2.416 -0.456 -0.51
H 1.866 3.552 1.824 0.26
H 2.749 3.263 0.327 0.25
H 1.870 1.943 1.120 0.21
H 0.850 5.500 0.364 0.24
H -1.153 6.071 -0.953 0.25
H -4.365 3.243 -3.279 0.26
```

---

Calculated DFT total energy (eV), listed in the same order as above: -7418.5441, -21019.7507, -212396.5930